[1]
{
  "formula": "C29H31N7O5",
  "method": "ωB97M-V/def2-TZVPD",
  "species": ["C", "N", "C", "O", "C", "C", "C", "C", "C", "C", "C", "C", "N", "C", "C", "C", "C", "C", "C", "N", "O", "O", "C", "C", "C", "C", "C", "C", "H", "H", "H", "H", "H", "H", "H", "H", "H", "H", "H", "H", "H", "H", "H", "H", "H", "H", "H", "H", "H", "H", "H", "H", "C", "N", "C", "O", "N", "C", "C", "C", "C", "O", "N", "C", "N", "H", "H", "H", "H", "H", "H", "H"],
  "coordinates": [[-2.2215, 5.7066, -0.4412], [-2.1159, 4.2701, -0.3315], [-3.2242, 3.4923, -0.1594], [-4.3742, 3.9037, -0.0275], [-2.7558, 2.0363, -0.1446], [-3.3510, 1.2308, -1.3038], [-4.8536, 1.0951, -1.1905], [-5.6796, 1.5597, -2.2185], [-7.0663, 1.5419, -2.0571], [-7.6278, 1.0240, -0.8826], [-6.7990, 0.5044, 0.1193], [-5.4101, 0.5292, -0.0392], [-1.2968, 2.1631, -0.2126], [-0.5127, 1.0661, -0.1443], [0.8741, 1.0777, -0.2773], [1.7466, 0.0042, -0.1112], [3.1679, 0.1726, -0.2965], [3.7526, 1.4488, -0.5759], [5.1366, 1.5929, -0.7802], [5.6841, 2.8951, -0.9868], [6.9237, 2.9934, -1.1408], [4.9174, 3.8871, -1.0013], [5.9982, 0.4852, -0.7434], [5.4524, -0.7695, -0.4549], [4.0847, -0.9182, -0.2147], [-0.8442, 3.5554, -0.4135], [-0.2256, 3.7763, -1.8011], [0.0906, 4.0499, 0.6977], [-3.2771, 5.9853, -0.3984], [-1.6854, 6.1987, 0.3792], [-1.7934, 6.0550, -1.3889], [-3.0503, 1.5827, 0.8205], [-3.0890, 1.7391, -2.2476], [-2.8731, 0.2375, -1.3078], [-5.2165, 1.9681, -3.1212], [-7.7030, 1.9418, -2.8472], [-8.7103, 1.0248, -0.7492], [-7.2248, 0.0863, 1.0323], [-4.7452, 0.1395, 0.7369], [-1.0399, 0.1202, 0.0212], [1.3051, 2.0377, -0.5466], [1.3556, -0.9480, 0.2244], [3.1550, 2.3582, -0.6175], [7.0580, 0.6449, -0.9269], [6.1145, -1.6350, -0.4179], [3.6713, -1.8903, 0.0466], [-0.9592, 3.5202, -2.5787], [0.0577, 4.8318, -1.9039], [0.6656, 3.1605, -1.9466], [-0.4299, 3.9882, 1.6628], [1.0036, 3.4528, 0.7520], [0.3649, 5.0937, 0.4996], [3.2370, -5.4519, 4.1717], [2.5787, -5.1828, 2.9151], [2.0792, -6.3333, 2.2986], [2.1850, -7.4452, 2.8084], [1.4357, -6.1618, 1.0461], [0.9020, -7.3482, 0.3953], [1.3138, -4.9199, 0.5165], [1.8055, -3.7461, 1.1452], [2.5739, -3.8684, 2.3643], [3.1877, -2.9427, 2.8856], [1.5627, -2.6840, 0.3094], [0.9078, -3.2386, -0.7659], [0.7428, -4.5944, -0.6750], [3.5674, -4.5119, 4.6041], [2.5343, -5.9623, 4.8375], [4.0882, -6.1208, 4.0025], [0.4224, -7.0093, -0.5195], [1.7181, -8.0426, 0.1766], [0.1842, -7.8361, 1.0604], [0.5488, -2.6679, -1.6207]],
  "largest_force_ev_per_a": 3.38,
  "e_homo_ev": -6.69
}



[2]
{
  "formula": "C29H32AuBrN3OSSi",
  "method": "ωB97M-V/def2-TZVPD",
  "species": ["Au", "C", "Si", "C", "N", "C", "C", "C", "C", "C", "C", "C", "C", "C", "C", "C", "C", "C", "C", "C", "C", "C", "H", "H", "H", "H", "H", "H", "H", "H", "H", "H", "H", "H", "H", "H", "H", "H", "H", "H", "H", "H", "H", "H", "H", "H", "O", "N", "C", "C", "C", "C", "C", "S", "H", "H", "H", "H", "Br", "C", "C", "C", "N", "C", "C", "H", "H", "H", "H"],
  "coordinates": [[-0.4860, -0.3538, -1.6182], [1.4897, -0.3709, -0.9277], [1.8985, 0.3048, 0.7702], [0.5289, -0.1587, 2.1679], [-0.7977, -0.0923, 1.7276], [-1.6675, -1.2193, 1.9612], [-2.8659, -1.2051, 1.0198], [-3.6142, 0.1156, 1.1573], [-2.6558, 1.2501, 0.8174], [-1.4250, 1.2058, 1.7188], [3.4576, -0.5823, 1.3891], [3.5478, -1.9733, 1.3536], [4.7458, -2.6167, 1.5948], [5.8802, -1.8768, 1.8863], [5.8032, -0.4960, 1.9519], [4.6022, 0.1451, 1.7094], [2.1031, 2.1816, 0.8328], [2.4996, 2.8575, -0.3209], [2.7871, 4.2092, -0.2915], [2.6716, 4.9179, 0.8929], [2.2720, 4.2670, 2.0486], [1.9922, 2.9133, 2.0144], [1.8268, -1.3975, -1.0227], [2.0317, 0.2020, -1.6730], [0.7270, 0.5603, 2.9653], [0.7686, -1.1581, 2.5178], [-2.0247, -1.1879, 3.0042], [-1.0913, -2.1389, 1.8386], [-3.5175, -2.0482, 1.2494], [-2.5169, -1.3097, -0.0111], [-3.9870, 0.2367, 2.1772], [-4.4743, 0.1330, 0.4872], [-3.1421, 2.2212, 0.9229], [-2.3378, 1.1467, -0.2199], [-1.7294, 1.4677, 2.7444], [-0.6915, 1.9435, 1.3851], [2.6735, -2.5656, 1.1184], [4.8014, -3.6939, 1.5436], [6.8214, -2.3742, 2.0601], [6.6812, 0.0884, 2.1790], [4.5486, 1.2227, 1.7495], [2.5971, 2.3154, -1.2483], [3.1072, 4.7083, -1.1943], [2.8952, 5.9734, 0.9176], [2.1810, 4.8120, 2.9768], [1.6948, 2.4209, 2.9310], [-2.5362, -0.3260, -2.4679], [-3.0440, 0.8045, -2.8818], [-4.3239, 0.7767, -3.2973], [-4.9718, 1.8959, -3.7482], [-4.2807, 3.1064, -3.7862], [-2.9774, 3.1327, -3.3524], [-2.3426, 1.9701, -2.8948], [-0.7128, 2.0549, -2.3603], [-4.7868, -0.1966, -3.2520], [-5.9959, 1.8169, -4.0710], [-4.7596, 3.9986, -4.1550], [-2.4028, 4.0458, -3.3554], [-0.9453, -7.3430, -0.9623], [-0.7735, -5.4677, -1.1421], [-1.3154, -4.8132, -2.2406], [-1.1848, -3.4369, -2.3068], [-0.5492, -2.7372, -1.3808], [-0.0133, -3.3664, -0.3458], [-0.1064, -4.7331, -0.1675], [-1.8266, -5.3573, -3.0187], [-1.6036, -2.8685, -3.1224], [0.5181, -2.7448, 0.3609], [0.3246, -5.2120, 0.6964]],
  "largest_force_ev_per_a": 2.78,
  "charge": 1,
  "e_homo_ev": -9.86
}



Relative energy (zero: lowest compared OMol25 entry of this formula, charge and spin)
In order: 1.4; 28.6
Unit: kcal/mol